{
  "formula": "C9H27BO6P2",
  "method": "ωB97M-V/def2-TZVPD",
  "elements": ["C", "C", "O", "C", "B", "P", "P", "O", "O", "O", "H", "H", "H", "H", "H", "H", "H", "H", "H", "H", "H", "C", "C", "C", "O", "H", "H", "H", "H", "H", "H", "H", "H", "C", "C", "C", "O", "H", "H", "H", "H", "H", "H", "H", "H"],
  "xyz": [[-0.278, 2.551, -0.934], [-0.077, 1.154, -1.662], [-0.379, 0.057, -0.814], [-1.562, -0.624, -1.218], [-2.895, 0.278, -1.093], [-4.584, -0.257, -1.790], [-6.043, 1.311, -1.338], [-5.293, 2.536, -0.866], [-7.139, 0.745, -0.208], [-6.862, 1.758, -2.729], [-1.339, 2.847, -1.062], [0.338, 3.345, -1.382], [-0.084, 2.372, 0.133], [1.006, 1.111, -1.901], [-0.594, 1.127, -2.644], [-1.724, -1.488, -0.533], [-1.511, -1.056, -2.243], [-2.805, 1.342, -0.573], [-4.975, -1.386, -1.019], [-7.963, 1.198, -0.430], [-6.883, 1.003, -3.327], [4.771, 0.851, -0.460], [3.916, 1.919, 0.206], [4.339, 2.142, 1.650], [2.544, 1.531, 0.162], [4.665, -0.107, 0.056], [4.452, 0.695, -1.493], [5.826, 1.132, -0.460], [3.999, 2.855, -0.349], [4.219, 1.224, 2.234], [3.712, 2.903, 2.119], [5.381, 2.460, 1.713], [2.463, 0.704, 0.651], [0.473, -2.630, 0.711], [1.492, -3.220, 1.672], [0.836, -4.166, 2.667], [2.152, -2.166, 2.375], [-0.279, -2.047, 1.252], [0.956, -1.947, 0.012], [-0.035, -3.412, 0.142], [2.259, -3.756, 1.109], [0.096, -3.636, 3.274], [1.579, -4.574, 3.355], [0.340, -4.994, 2.158], [1.487, -1.685, 2.876]],
  "nbo_charge": [-0.633, -0.076, -0.542, -0.418, 0.334, -0.170, 2.014, -1.068, -0.958, -0.956, 0.203, 0.212, 0.228, 0.197, 0.163, 0.229, 0.203, -0.023, 0.065, 0.500, 0.497, -0.631, 0.096, -0.631, -0.727, 0.204, 0.214, 0.208, 0.173, 0.203, 0.217, 0.208, 0.467, -0.638, 0.093, -0.629, -0.724, 0.197, 0.234, 0.206, 0.175, 0.197, 0.218, 0.210, 0.459],
  "smiles": "CCOCBPP(=O)(O)O.CC(C)O.CC(C)O",
  "homo_ev": -9.4,
  "homo_lumo_gap_ev": 9.228
}